(1)
{"formula": "C24H45O4PS3SiTc", "method": "the ωB97M-V functional and the def2-TZVPD basis", "e_tot_ha": -3148.2471, "homo_lumo_gap_ev": [8.3, 5.4], "fmax_ev_per_a": 1.70, "s2": 3.762, "multiplicity": 4, "total_charge": 2, "e_lumo_ev": [-4.95, -8.05], "elements": ["Tc", "C", "C", "S", "C", "C", "S", "C", "C", "S", "H", "H", "H", "H", "H", "H", "H", "H", "H", "H", "H", "H", "C", "O", "C", "C", "C", "C", "C", "C", "O", "C", "O", "C", "H", "H", "H", "H", "H", "H", "H", "H", "H", "C", "Si", "C", "C", "O", "H", "H", "H", "H", "H", "H", "H", "H", "H", "C", "C", "P", "C", "C", "C", "C", "H", "H", "H", "H", "H", "H", "H", "H", "H", "H", "H", "H", "H", "H", "H"], "positions_angstrom": [[-0.459, 0.270, -0.344], [-0.530, 1.325, 2.923], [-0.650, 2.560, 2.053], [-1.541, 2.315, 0.475], [-3.207, 1.761, 1.021], [-3.672, 0.526, 0.273], [-2.525, -0.897, 0.295], [-2.357, -1.268, 2.085], [-0.900, -1.452, 2.470], [0.196, -0.076, 1.969], [-1.491, 1.003, 3.316], [0.136, 1.520, 3.763], [0.334, 2.893, 1.719], [-1.127, 3.376, 2.596], [-3.886, 2.584, 0.801], [-3.197, 1.620, 2.100], [-3.773, 0.735, -0.792], [-4.634, 0.180, 0.650], [-2.901, -2.194, 2.268], [-2.844, -0.476, 2.648], [-0.479, -2.322, 1.964], [-0.794, -1.585, 3.547], [3.496, -4.612, -3.265], [2.511, -4.207, -4.205], [1.595, -3.319, -3.848], [0.678, -2.946, -4.858], [-0.271, -2.017, -4.587], [-0.378, -1.376, -3.320], [-1.323, -0.328, -3.159], [-2.316, -0.005, -4.238], [-1.399, 0.419, -2.134], [0.512, -1.802, -2.275], [0.464, -1.386, -1.033], [1.482, -2.771, -2.583], [4.171, -5.264, -3.810], [3.045, -5.168, -2.440], [4.053, -3.752, -2.884], [0.760, -3.419, -5.827], [-0.962, -1.745, -5.372], [-1.827, 0.219, -5.185], [-2.894, 0.865, -3.938], [-2.985, -0.852, -4.401], [2.126, -3.087, -1.773], [2.924, 3.527, -1.185], [1.636, 2.392, -1.962], [0.184, 3.460, -2.571], [2.318, 1.397, -3.414], [1.059, 1.394, -0.804], [3.203, 4.303, -1.900], [3.833, 2.995, -0.897], [2.518, 4.018, -0.299], [0.413, 3.893, -3.546], [-0.026, 4.273, -1.874], [-0.709, 2.842, -2.662], [2.643, 2.079, -4.203], [1.549, 0.741, -3.828], [3.176, 0.779, -3.136], [3.786, -3.967, 0.672], [2.539, -3.109, 0.890], [2.833, -1.298, 0.720], [3.966, -1.043, -0.700], [4.449, 0.404, -0.815], [3.770, -0.840, 2.246], [3.702, 0.630, 2.666], [3.563, -4.986, 0.985], [4.629, -3.616, 1.269], [4.088, -4.001, -0.373], [2.163, -3.247, 1.907], [1.734, -3.394, 0.209], [3.418, -1.330, -1.601], [4.803, -1.732, -0.565], [3.600, 1.088, -0.837], [5.018, 0.538, -1.733], [5.103, 0.670, 0.015], [4.809, -1.128, 2.057], [3.383, -1.474, 3.045], [4.130, 1.291, 1.915], [4.258, 0.770, 3.592], [2.673, 0.938, 2.845]], "atomic_forces_ev_per_a": [[0.80, 0.93, 0.09], [0.21, -0.07, -0.15], [-0.13, -0.06, -0.20], [-0.05, -0.21, 0.15], [0.24, 0.16, -0.09], [0.10, -0.16, 0.00], [-0.24, -0.02, 0.31], [0.00, 0.02, -0.33], [0.18, 0.13, -0.06], [-0.52, 0.03, 0.02], [-0.01, 0.00, 0.04], [-0.05, 0.02, 0.02], [-0.01, 0.08, 0.02], [0.03, 0.00, 0.03], [-0.07, -0.03, 0.07], [0.00, -0.01, 0.00], [-0.06, -0.01, 0.00], [-0.03, 0.04, -0.04], [-0.01, 0.01, 0.07], [0.01, 0.00, 0.03], [0.01, -0.02, 0.05], [-0.02, -0.07, -0.01], [0.08, -0.10, 0.04], [0.06, -0.07, -0.12], [-0.32, 0.21, 0.05], [0.07, -0.14, -0.15], [0.04, -0.01, 0.04], [0.17, 0.01, 0.36], [0.08, -0.02, -0.13], [-0.02, 0.11, 0.06], [-0.26, 0.04, -0.28], [-0.22, -0.08, -0.59], [0.29, -0.27, 0.24], [0.09, 0.01, 0.30], [0.00, 0.00, 0.02], [-0.03, 0.02, -0.01], [-0.02, 0.03, -0.03], [-0.01, 0.04, 0.00], [0.02, 0.00, -0.01], [0.04, -0.01, 0.01], [-0.02, -0.04, 0.01], [0.00, 0.00, -0.02], [-0.03, -0.05, -0.19], [-0.10, -0.36, -0.19], [-0.25, 1.19, -1.01], [0.60, -0.38, 0.17], [-0.02, 0.13, 0.38], [-0.59, -1.18, 1.06], [0.01, 0.03, 0.01], [-0.02, 0.26, 0.00], [-0.02, 0.02, 0.00], [-0.06, 0.05, 0.02], [-0.02, 0.02, -0.01], [-0.10, 0.02, -0.08], [0.00, -0.01, -0.02], [-0.02, 0.00, -0.02], [-0.08, 0.03, -0.08], [0.11, 0.04, 0.05], [-0.49, 0.33, 0.04], [1.42, -0.84, -0.02], [-0.57, 0.53, -0.09], [-0.03, -0.15, 0.15], [-0.45, 0.33, -0.09], [0.04, 0.01, -0.07], [0.00, -0.01, 0.00], [0.03, -0.05, -0.01], [-0.01, 0.07, 0.00], [-0.03, 0.01, 0.01], [0.03, 0.06, 0.07], [0.04, -0.04, 0.04], [-0.04, -0.13, 0.11], [0.24, -0.24, 0.09], [0.01, -0.03, 0.00], [0.01, 0.04, 0.00], [-0.01, -0.10, -0.10], [0.00, -0.06, -0.04], [-0.02, 0.01, 0.01], [0.01, -0.01, -0.01], [0.00, 0.01, 0.02]]}



(2)
{"formula": "C24H46BIrN8O", "method": "the ωB97M-V functional and the def2-TZVPD basis", "e_tot_ha": -1584.0582, "homo_lumo_gap_ev": [7.1, 7.1], "fmax_ev_per_a": 3.34, "total_charge": 2, "e_lumo_ev": [-6.97, -6.97], "elements": ["Ir", "C", "C", "C", "C", "C", "C", "N", "N", "B", "N", "C", "C", "C", "N", "C", "C", "C", "N", "C", "C", "C", "N", "C", "C", "C", "H", "H", "H", "H", "H", "H", "H", "H", "H", "H", "H", "H", "H", "H", "H", "H", "H", "H", "H", "H", "H", "H", "H", "H", "H", "H", "H", "H", "N", "C", "C", "N", "H", "H", "H", "H", "H", "H", "H", "H", "C", "C", "O", "C", "C", "H", "H", "H", "H", "H", "H", "H", "H", "H", "H"], "positions_angstrom": [[0.230, 0.371, 0.211], [-0.451, 3.253, -4.127], [-0.334, 1.781, -3.688], [1.133, 1.418, -3.571], [-1.259, 1.595, -2.509], [-2.646, 1.700, -2.763], [-3.257, 1.669, -1.558], [-2.294, 1.563, -0.606], [-1.032, 1.485, -1.186], [-2.570, 1.807, 0.772], [-1.570, 2.121, 1.748], [-1.875, 2.679, 2.955], [-0.726, 3.092, 3.538], [0.302, 2.776, 2.620], [-0.200, 2.140, 1.559], [1.715, 3.257, 2.809], [2.414, 3.499, 1.478], [2.514, 2.390, 3.794], [-1.152, -0.564, 1.313], [-2.190, -0.853, 2.115], [-2.173, -2.225, 2.331], [-1.071, -2.718, 1.622], [-0.470, -1.668, 1.035], [-0.553, -4.123, 1.527], [0.885, -4.161, 1.020], [-0.684, -4.846, 2.869], [0.116, 3.404, -5.045], [-1.481, 3.547, -4.318], [-0.043, 3.912, -3.359], [-0.766, 1.163, -4.481], [1.664, 2.145, -2.956], [1.267, 0.407, -3.194], [1.588, 1.455, -4.560], [-3.108, 1.802, -3.730], [-4.298, 1.734, -1.284], [-3.702, 1.844, 1.107], [-2.901, 2.749, 3.278], [-0.609, 3.611, 4.474], [1.602, 4.230, 3.290], [2.235, 2.674, 0.802], [2.028, 4.397, 0.996], [3.487, 3.633, 1.620], [2.896, 1.468, 3.348], [3.379, 2.946, 4.152], [1.914, 2.113, 4.661], [-2.874, -0.109, 2.480], [-2.875, -2.788, 2.922], [-1.188, -4.650, 0.806], [1.576, -3.836, 1.806], [1.167, -5.176, 0.743], [1.017, -3.518, 0.150], [-0.138, -4.313, 3.651], [-1.723, -4.936, 3.183], [-0.272, -5.851, 2.793], [1.641, -0.315, 1.588], [2.907, -0.725, 0.946], [3.320, 0.427, 0.063], [2.117, 0.793, -0.741], [1.804, 0.455, 2.234], [1.232, -1.084, 2.119], [2.709, -1.626, 0.365], [3.675, -0.963, 1.683], [4.157, 0.163, -0.582], [3.626, 1.276, 0.662], [2.131, 0.229, -1.583], [2.159, 1.757, -1.055], [-3.078, -1.914, -1.218], [-2.168, -1.849, -2.419], [-0.805, -1.712, -2.005], [0.091, -2.082, -3.051], [1.403, -2.555, -2.471], [-4.091, -2.148, -1.548], [-3.109, -0.974, -0.668], [-2.755, -2.699, -0.535], [-2.441, -1.024, -3.086], [-2.269, -2.773, -2.997], [0.236, -1.238, -3.735], [-0.352, -2.887, -3.644], [1.765, -1.867, -1.700], [2.160, -2.631, -3.252], [1.294, -3.535, -2.011]], "atomic_forces_ev_per_a": [[1.24, 2.33, 2.06], [0.00, -0.03, -0.07], [0.08, 0.03, 0.09], [-0.05, 0.00, 0.08], [0.17, -0.06, 0.10], [-0.08, 0.05, 0.02], [-0.03, 0.02, -0.16], [0.08, 0.03, 0.30], [-0.76, -0.74, -0.33], [-0.08, -0.02, -0.15], [0.11, 0.01, 0.18], [-0.05, -0.09, -0.05], [0.04, 0.08, -0.08], [0.26, 0.05, 0.01], [-0.12, -0.32, -0.86], [0.07, -0.15, -0.02], [0.03, 0.24, 0.02], [-0.04, -0.02, -0.02], [0.13, -0.47, -0.15], [0.05, -0.09, -0.08], [-0.15, 0.08, 0.04], [0.05, 0.07, -0.09], [-0.57, -0.92, -0.45], [-0.03, 0.00, -0.03], [0.02, 0.04, 0.03], [-0.01, -0.01, -0.01], [0.01, 0.01, 0.01], [0.00, 0.01, 0.01], [-0.01, 0.00, 0.00], [-0.04, -0.01, 0.02], [0.03, -0.01, 0.01], [0.04, -0.04, -0.02], [0.00, 0.01, 0.00], [0.01, 0.01, 0.00], [0.01, 0.03, 0.03], [0.04, 0.05, 0.02], [-0.01, 0.04, -0.03], [0.01, 0.01, -0.01], [-0.06, -0.04, 0.07], [0.04, -0.08, -0.09], [-0.01, -0.01, 0.00], [0.00, -0.02, -0.01], [0.05, 0.03, -0.04], [0.03, -0.02, -0.03], [0.00, 0.02, 0.01], [-0.02, -0.01, 0.05], [0.04, 0.02, 0.06], [0.03, 0.03, -0.06], [-0.01, 0.02, -0.01], [0.01, -0.01, 0.03], [-0.01, -0.03, 0.00], [0.01, -0.01, -0.01], [0.00, 0.00, 0.00], [-0.01, -0.01, 0.01], [-0.48, 0.16, 0.39], [0.07, -0.02, -0.07], [-0.13, -0.23, -0.01], [-0.22, 0.07, -0.43], [0.11, -0.11, 0.10], [0.02, -0.04, -0.05], [-0.05, -0.01, 0.01], [-0.06, 0.03, 0.05], [-0.06, -0.01, -0.05], [-0.01, 0.09, 0.06], [0.05, 0.10, -0.11], [0.17, 0.00, -0.03], [-0.03, 0.02, -0.02], [0.00, -0.05, 0.05], [0.05, -0.22, -0.28], [-0.08, 0.03, 0.01], [0.01, 0.02, -0.08], [-0.01, 0.03, 0.02], [0.04, 0.01, 0.02], [-0.01, 0.00, -0.02], [0.00, 0.02, -0.01], [0.02, -0.02, 0.02], [-0.03, -0.01, -0.02], [0.02, -0.02, 0.00], [0.01, 0.04, 0.01], [0.01, 0.01, 0.01], [0.00, 0.02, 0.03]]}